ORCA calculation (ωB97M-V with the def2-TZVPD basis set) on one molecule with the formula C4H10Si at a distorted geometry.

Output
Energy above the lowest of the compared OMol25 structures with the same formula, charge and spin ... 3.200 eV
SMILES ... CC(C)=C[SiH3]
Total energy ... -12183.001 eV
Charge ... 0
Frontier orbital gap ... 9.30 eV
Molar mass ... 86.21 g mol⁻¹
E_LUMO ... 0.513 eV

Element x y z (Å)
C -0.879 -0.922 0.512
H -0.840 -1.828 1.098
H 0.906 1.530 0.739
H 2.373 -0.669 -0.570
H 1.235 1.138 -0.983
C 0.352 -0.433 0.155
C 0.630 0.923 -0.151
H -1.898 1.580 0.216
H 2.211 -0.630 1.231
H -2.413 -0.570 -1.197
H 1.713 -2.055 0.018
H -3.967 0.411 -0.340
C 1.771 -1.018 0.226
H -0.247 1.298 -0.630
Si -2.252 0.290 -0.039



ORCA calculation (ωB97M-V with the def2-TZVPD basis set) on a 2-piece molecular cluster, H4S3 overall at a distorted geometry.

Output
Energy above the lowest of the compared OMol25 structures with the same formula, charge and spin ... 0.361 eV
SMILES ... SS.S
Total energy ... -32569.990 eV
Charge ... 0
Frontier orbital gap ... 9.14 eV
Molar mass ... 100.23 g mol⁻¹
E_LUMO ... 0.262 eV

Element x y z (Å)
S 2.431 -1.235 0.197
H 0.178 0.299 -0.635
H -3.071 1.202 0.439
S -2.359 0.021 0.232
S -1.030 0.862 -1.104
H 1.633 -1.142 1.241
H 2.218 -0.006 -0.369



ORCA calculation (ωB97M-V with the def2-TZVPD basis set) on a 2-piece molecular cluster, C4H7NO overall at a distorted geometry.

Output
Energy above the lowest of the compared OMol25 structures with the same formula, charge and spin ... 2.051 eV
SMILES ... c1cc[nH]c1.O
Total energy ... -7797.594 eV
Charge ... 0
Frontier orbital gap ... 8.82 eV
Molar mass ... 85.11 g mol⁻¹
E_LUMO ... 0.717 eV

Element x y z (Å)
O 0.422 0.335 -3.476
C 0.332 -0.435 2.152
H 0.720 -0.505 3.131
H -1.469 -1.725 1.809
H -0.136 0.093 -4.120
H -1.755 -0.429 -0.453
C 0.796 0.566 1.286
H 1.818 0.955 1.332
H 1.356 0.243 -3.411
C -1.203 -0.146 0.446
C -0.941 -0.876 1.632
N -0.082 0.709 0.279
H 0.142 1.216 -0.609



- What is the total energy in the third record?
  -7797.594 eV